No. 1
248
Properties=species:S:1:pos:R:3 method="wB97M-V/def2-TZVPD" e_lumo_ev=-10.22 orbital_gap_ev=6.97 homo_ev=-17.2 multiplicity=1 total_charge=+8
C -3.245 -11.005 1.716
C -2.314 -9.851 1.704
C -2.791 -8.489 1.196
O -4.098 -8.045 1.778
C -5.022 -7.540 0.944
N -1.760 -9.623 3.182
H -1.202 -10.406 3.491
H -1.214 -8.782 3.058
H -2.556 -9.379 3.754
H -3.414 -11.333 0.690
H -4.253 -10.732 2.026
H -2.860 -11.875 2.249
H -1.354 -10.176 1.303
H -2.771 -8.407 0.109
H -2.081 -7.702 1.449
H -5.020 -6.453 0.866
H -6.057 -7.624 1.274
H -5.000 -8.082 -0.002
C -10.402 -2.823 -5.005
C -9.945 -1.566 -5.817
C -9.720 -0.265 -4.988
O -9.219 0.732 -5.884
C -8.644 1.889 -5.483
N -8.662 -1.924 -6.628
H -8.421 -2.895 -6.485
H -8.696 -1.691 -7.610
H -7.906 -1.371 -6.251
H -10.166 -3.680 -5.635
H -11.452 -2.853 -4.715
H -9.870 -3.024 -4.075
H -10.688 -1.352 -6.585
H -9.176 -0.478 -4.067
H -10.735 -0.049 -4.657
H -7.770 2.026 -6.120
H -8.360 1.838 -4.432
H -9.281 2.762 -5.625
C -0.325 12.647 1.686
C 1.076 12.241 2.359
C 1.192 10.647 2.471
O 0.999 10.129 1.167
C 0.906 8.688 1.185
N 2.222 12.797 1.401
H 2.285 12.288 0.531
H 2.284 13.763 1.114
H 3.049 12.586 1.942
H -0.376 12.267 0.666
H -0.409 13.728 1.794
H -1.118 12.143 2.239
H 1.204 12.800 3.286
H 0.414 10.405 3.196
H 2.135 10.303 2.896
H 0.882 8.106 0.264
H 0.052 8.466 1.824
H 1.812 8.379 1.706
C -11.840 -1.289 5.169
N -10.495 -1.534 4.575
C -10.704 -2.790 3.720
C -10.177 -0.330 3.539
C -9.406 -1.661 5.652
C -8.036 -1.878 5.178
O -7.463 -0.711 4.471
H -12.032 -2.059 5.916
H -12.544 -1.361 4.341
H -11.702 -0.315 5.640
H -10.940 -3.676 4.309
H -9.820 -3.152 3.195
H -11.466 -2.667 2.950
H -9.265 -0.573 2.992
H -10.157 0.573 4.148
H -10.883 -0.320 2.708
H -9.702 -2.518 6.256
H -9.414 -0.771 6.281
H -7.897 -2.825 4.656
H -7.458 -2.121 6.070
H -6.763 -0.983 3.873
C -0.074 -0.679 -12.099
N -1.448 -0.721 -11.355
C -2.448 -0.118 -12.458
C -1.816 -2.219 -11.042
C -1.344 0.083 -10.082
C -2.533 0.283 -9.078
O -2.960 -0.869 -8.399
H 0.323 0.335 -12.139
H -0.114 -1.216 -13.047
H 0.624 -1.251 -11.487
H -3.383 -0.070 -11.900
H -2.419 -0.906 -13.211
H -1.955 0.839 -12.630
H -1.219 -2.684 -10.257
H -1.772 -2.936 -11.861
H -2.875 -2.186 -10.787
H -1.194 1.111 -10.414
H -0.424 -0.375 -9.720
H -3.486 0.660 -9.450
H -2.234 1.003 -8.315
H -3.077 -0.554 -7.500
C -2.381 7.059 5.525
C -3.437 6.039 5.637
C -4.734 6.144 4.649
C -5.367 7.514 4.686
N -6.112 7.942 3.395
C -7.153 6.914 2.930
C -8.384 7.719 2.375
C -8.192 9.138 2.866
C -7.022 9.145 3.804
C -5.006 8.277 2.346
C -5.591 9.006 1.179
C -4.627 9.023 -0.022
H -1.742 7.053 6.408
H -2.632 8.119 5.507
H -1.804 6.879 4.618
H -3.884 6.204 6.617
H -3.019 5.040 5.766
H -5.417 5.469 5.163
H -4.646 5.624 3.695
H -4.641 8.299 4.898
H -6.123 7.469 5.470
H -6.810 6.302 2.096
H -7.574 6.427 3.810
H -8.479 7.650 1.291
H -9.208 7.207 2.872
H -8.071 9.826 2.030
H -9.005 9.577 3.445
H -6.362 10.010 3.742
H -7.391 8.979 4.817
H -4.699 7.276 2.045
H -4.250 8.914 2.805
H -5.897 10.028 1.399
H -6.461 8.454 0.823
H -4.439 8.019 -0.400
H -3.620 9.432 0.064
H -4.998 9.590 -0.876
C 1.895 -2.993 6.408
C 1.594 -2.872 7.931
C 2.097 -3.993 8.864
C 3.731 -4.029 8.960
N 4.199 -4.937 10.162
C 4.190 -4.099 11.457
C 5.490 -3.289 11.526
C 6.431 -3.954 10.574
C 5.756 -5.230 9.979
C 3.488 -6.396 10.260
C 3.616 -7.223 8.963
C 2.937 -8.518 9.096
H 2.973 -3.152 6.360
H 1.676 -2.009 5.993
H 1.530 -3.818 5.798
H 0.524 -2.831 8.132
H 2.125 -2.026 8.369
H 1.630 -4.946 8.616
H 1.698 -3.770 9.854
H 4.026 -3.007 9.200
H 4.297 -4.285 8.065
H 3.899 -4.713 12.310
H 3.436 -3.312 11.414
H 5.960 -3.250 12.509
H 5.347 -2.267 11.176
H 7.283 -4.401 11.087
H 6.659 -3.491 9.614
H 6.049 -6.118 10.538
H 6.142 -5.512 8.999
H 2.471 -6.337 10.645
H 4.110 -6.781 11.069
H 4.665 -7.489 8.829
H 3.243 -6.759 8.050
H 3.518 -9.056 9.845
H 2.753 -9.043 8.159
H 1.966 -8.557 9.590
C 8.205 1.390 1.074
C 7.935 2.582 0.129
C 8.376 2.403 -1.432
C 8.625 3.799 -2.094
N 8.578 3.835 -3.672
C 8.789 5.270 -4.116
C 10.245 5.344 -4.525
C 10.505 3.962 -5.157
C 9.766 3.019 -4.182
C 7.209 3.305 -4.219
C 5.912 3.751 -3.470
C 4.642 3.488 -4.216
H 8.173 1.731 2.109
H 9.117 0.830 0.868
H 7.476 0.582 1.037
H 8.431 3.389 0.668
H 6.867 2.765 0.253
H 7.568 1.789 -1.829
H 9.311 1.844 -1.451
H 9.608 4.199 -1.842
H 7.817 4.422 -1.710
H 8.074 5.463 -4.917
H 8.465 5.954 -3.332
H 10.563 6.151 -5.185
H 10.813 5.465 -3.602
H 10.087 3.933 -6.163
H 11.588 3.842 -5.196
H 9.491 2.089 -4.680
H 10.306 2.577 -3.344
H 7.355 2.229 -4.118
H 7.150 3.497 -5.291
H 5.966 4.834 -3.361
H 5.742 3.197 -2.547
H 4.361 2.434 -4.226
H 4.892 3.489 -5.277
H 3.870 4.222 -3.987
C 3.320 -4.092 -4.521
C 4.782 -3.773 -4.130
C 5.627 -5.036 -4.022
C 6.218 -5.421 -5.400
N 7.054 -6.723 -5.433
C 7.748 -6.800 -6.852
C 8.125 -8.279 -7.033
C 7.082 -9.063 -6.388
C 6.167 -8.014 -5.584
C 8.237 -6.802 -4.295
C 9.350 -5.755 -4.351
C 9.755 -5.115 -2.981
H 2.820 -4.980 -4.135
H 3.342 -4.216 -5.604
H 2.636 -3.264 -4.338
H 4.854 -3.421 -3.101
H 5.342 -3.046 -4.719
H 5.010 -5.823 -3.591
H 6.409 -4.626 -3.383
H 6.887 -4.621 -5.719
H 5.316 -5.565 -5.994
H 8.756 -6.386 -6.820
H 7.114 -6.339 -7.609
H 9.075 -8.338 -6.504
H 8.251 -8.471 -8.099
H 7.558 -9.810 -5.753
H 6.464 -9.528 -7.156
H 5.955 -8.448 -4.606
H 5.248 -7.706 -6.083
H 8.645 -7.807 -4.405
H 7.912 -6.929 -3.262
H 9.063 -4.902 -4.966
H 10.282 -6.156 -4.749
H 8.994 -4.557 -2.434
H 10.402 -4.273 -3.226
H 10.227 -5.871 -2.352
C -2.318 2.180 -0.477
F -1.271 1.947 -1.249
F -1.917 2.112 0.803
F -2.686 3.401 -0.826
S -3.784 0.981 -0.560
O -3.831 0.514 -1.937
O -3.507 -0.083 0.421
O -4.986 1.803 -0.312


No. 2
124
Properties=species:S:1:pos:R:3 method="wB97M-V/def2-TZVPD" e_lumo_ev=-1.62 smiles="C[Si](C)(C)c1ccc2c(c1)C(=O)NC2=O.O=C1c2ccccc2C(=O)c2ccccc21.O=C1c2ccccc2C(=O)c2ccccc21.O=C1c2ccccc2C(=O)c2ccccc21.O=C1c2ccccc2C(=O)c2ccccc21" orbital_gap_ev=7.64 homo_ev=-9.3 multiplicity=1
C -2.326 -5.176 -1.298
Si -1.709 -3.929 -2.685
C 0.040 -4.541 -3.215
C -3.036 -4.021 -4.097
C -1.677 -2.183 -1.786
C -0.282 -1.646 -1.104
C -0.284 -0.177 -0.334
C -1.669 0.696 -0.246
C -3.052 0.123 -0.915
C -3.065 -1.313 -1.707
C -4.239 1.214 -0.613
O -5.524 1.166 -0.978
N -3.495 2.249 0.229
C -1.983 2.169 0.426
O -1.149 3.071 0.953
H -2.289 -6.294 -1.643
H -3.447 -4.855 -1.087
H -1.725 -4.937 -0.323
H 0.432 -5.240 -2.347
H -0.085 -5.244 -4.169
H 0.792 -3.681 -3.469
H -3.273 -5.171 -4.308
H -4.079 -3.544 -3.782
H -2.638 -3.558 -5.113
H 0.702 -2.315 -1.177
H 0.709 0.236 0.128
H -4.063 -1.688 -2.193
H -3.964 2.076 1.165
O 0.307 0.236 8.416
C -0.530 0.267 7.522
C -1.937 -0.085 7.801
C -2.319 -0.437 9.102
C -3.654 -0.732 9.382
C -4.609 -0.676 8.367
C -4.227 -0.343 7.066
C -2.888 -0.053 6.781
C -2.490 0.281 5.399
O -3.316 0.256 4.493
C -1.088 0.652 5.124
C -0.708 1.006 3.823
C 0.607 1.391 3.559
C 1.544 1.425 4.592
C 1.171 1.059 5.887
C -0.147 0.666 6.153
H -1.580 -0.478 9.900
H -3.949 -1.001 10.393
H -5.652 -0.894 8.588
H -4.978 -0.306 6.278
H -1.436 0.987 3.013
H 0.899 1.669 2.549
H 2.567 1.734 4.388
H 1.910 1.085 6.686
O -1.445 4.141 13.691
C -0.499 4.434 12.969
C -0.613 4.315 11.501
C -1.819 3.884 10.932
C -1.947 3.807 9.545
C -0.877 4.160 8.723
C 0.330 4.573 9.289
C 0.465 4.644 10.681
C 1.751 5.065 11.270
O 2.715 5.301 10.551
C 1.859 5.203 12.736
C 3.065 5.636 13.303
C 3.167 5.802 14.686
C 2.068 5.538 15.503
C 0.870 5.092 14.940
C 0.767 4.919 13.554
H -2.660 3.612 11.567
H -2.886 3.476 9.105
H -0.982 4.112 7.642
H 1.163 4.842 8.641
H 3.926 5.849 12.671
H 4.102 6.143 15.124
H 2.144 5.677 16.579
H 0.018 4.885 15.586
O 6.726 0.736 -6.589
C 5.811 0.053 -6.144
C 6.095 -1.083 -5.244
C 7.418 -1.368 -4.882
C 7.690 -2.415 -4.001
C 6.646 -3.178 -3.479
C 5.329 -2.908 -3.852
C 5.053 -1.862 -4.741
C 3.658 -1.595 -5.144
O 2.749 -2.313 -4.746
C 3.373 -0.447 -6.028
C 2.048 -0.162 -6.387
C 1.766 0.941 -7.194
C 2.800 1.761 -7.643
C 4.122 1.471 -7.298
C 4.410 0.361 -6.492
H 8.237 -0.773 -5.281
H 8.718 -2.632 -3.717
H 6.858 -3.987 -2.782
H 4.520 -3.511 -3.444
H 1.235 -0.795 -6.036
H 0.737 1.163 -7.469
H 2.579 2.626 -8.264
H 4.925 2.114 -7.655
O -1.875 -3.469 -13.286
C -1.685 -2.811 -12.270
C -0.499 -1.938 -12.154
C 0.403 -1.848 -13.223
C 1.504 -0.996 -13.136
C 1.708 -0.232 -11.987
C 0.820 -0.333 -10.915
C -0.282 -1.193 -10.996
C -1.206 -1.307 -9.850
O -0.985 -0.694 -8.812
C -2.402 -2.164 -9.973
C -3.304 -2.251 -8.904
C -4.455 -3.032 -9.024
C -4.708 -3.725 -10.207
C -3.803 -3.651 -11.268
C -2.644 -2.872 -11.149
H 0.247 -2.437 -14.125
H 2.201 -0.923 -13.968
H 2.559 0.442 -11.925
H 0.988 0.262 -10.019
H -3.115 -1.709 -7.979
H -5.156 -3.096 -8.195
H -5.610 -4.326 -10.304
H -4.006 -4.198 -12.187